Entry 1:
Molecular formula: C11H8Br4F6N2O2PSSeTi
Method: DFT, ωB97M-V with the def2-TZVPD basis set

The geometry in XYZ format:
```
37
Properties=species:S:1:pos:R:3
Ti 0.021 -1.779 -0.067
Br -5.374 0.589 3.128
C -3.551 0.346 2.662
C -2.715 1.446 2.579
Br -3.144 3.029 3.538
C -1.477 1.334 1.918
Br -0.260 2.779 1.864
C -1.094 0.150 1.299
O -0.019 0.003 0.552
C -1.896 -1.026 1.520
O -1.395 -2.169 1.084
C -3.125 -0.884 2.139
Br -4.178 -2.443 2.322
C -1.482 2.318 -1.788
N -0.102 1.900 -1.906
C 0.997 2.582 -1.388
C 2.068 1.803 -1.611
N 1.595 0.666 -2.267
C 2.456 -0.349 -2.842
C 0.247 0.709 -2.465
Se -1.631 -1.419 -1.840
H -1.543 3.229 -1.192
H -2.053 1.519 -1.313
H -1.916 2.489 -2.774
H 0.920 3.541 -0.902
H 3.103 1.937 -1.336
H 3.249 -0.610 -2.141
H 2.906 0.018 -3.771
H 1.858 -1.234 -3.043
S 0.408 -3.207 -1.867
F 2.134 -1.565 0.066
P 2.476 -2.485 1.443
F 1.362 -1.611 2.233
F 2.783 -3.346 2.756
F 3.607 -1.417 1.818
F 1.260 -3.511 1.017
F 3.505 -3.331 0.576
```

Computed properties:
* multiplicity: 2
* F_max: 0.095 hartree/bohr
* highest occupied orbital energy (spin up / spin down): 0.005 / -0.003 Ha
* LUMO level (spin up / spin down): 3.95 / 3.94 eV
* total charge: -2

Atom charges from the Mulliken analysis, given in e for atoms 1 to 8: atom 1 (Ti): 0.41, atom 2 (Br): -0.22, atom 3 (C): 0.11, atom 4 (C): 0.29, atom 5 (Br): -0.23, atom 6 (C): -0.14, atom 7 (Br): -0.18, atom 8 (C): 0.67

---

Entry 2:
Molecular formula: C3H6
Method: DFT, ωB97M-V with the def2-TZVPD basis set

The geometry in XYZ format:
```
9
Properties=species:S:1:pos:R:3
C -1.152 -0.117 -0.002
C 0.244 0.492 -0.016
C 1.384 -0.185 -0.006
H -1.281 -0.768 -0.876
H -1.324 -0.705 0.901
H -1.917 0.656 -0.033
H 0.305 1.584 0.010
H 1.401 -1.275 0.003
H 2.340 0.318 0.019
```

Computed properties:
* multiplicity: 1
* F_max: 0.011 hartree/bohr
* highest occupied orbital energy: -0.355 Ha
* SMILES: C=CC
* LUMO level: 1.34 eV
* total charge: 0

Atom charges from the Mulliken analysis, given in e for atoms 1 to 8: atom 1 (C): -0.94, atom 2 (C): 0.07, atom 3 (C): -0.73, atom 4 (H): 0.27, atom 5 (H): 0.27, atom 6 (H): 0.30, atom 7 (H): 0.27, atom 8 (H): 0.24

---

Entry 3:
Molecular formula: C2H9N2O
Method: DFT, ωB97M-V with the def2-TZVPD basis set

The geometry in XYZ format:
```
14
Properties=species:S:1:pos:R:3
C 1.971 -0.655 -1.104
N 0.527 -1.028 -1.111
H 2.168 0.037 -0.285
H 2.744 -1.499 -0.824
H 2.285 -0.140 -2.062
H 0.113 -0.767 -2.018
H -0.148 -0.508 -0.362
H 0.393 -1.978 -0.931
C -1.903 0.950 0.857
N -1.422 1.243 2.048
O -1.361 0.386 -0.135
H -2.952 1.217 0.752
H -2.002 1.616 2.810
H -0.413 1.125 2.367
```

Computed properties:
* multiplicity: 1
* F_max: 0.057 hartree/bohr
* highest occupied orbital energy: -0.551 Ha
* LUMO level: -3.03 eV
* total charge: +1

Atom charges from the Mulliken analysis, given in e for atoms 1 to 8: atom 1 (C): -0.67, atom 2 (N): -0.29, atom 3 (H): 0.26, atom 4 (H): 0.30, atom 5 (H): 0.29, atom 6 (H): 0.37, atom 7 (H): 0.33, atom 8 (H): 0.36

---

Entry 4:
Molecular formula: C5H7IO3
Method: DFT, ωB97M-V with the def2-TZVPD basis set

The geometry in XYZ format:
```
16
Properties=species:S:1:pos:R:3
C 1.719 0.923 0.382
C 2.176 0.670 -0.957
C -0.676 0.725 -0.882
C -0.310 -0.383 0.077
C -1.409 -0.810 1.088
O 2.254 1.798 1.077
O 0.731 0.207 0.956
O 2.919 1.613 -1.477
I -1.381 0.043 -2.778
H 1.673 0.101 -1.629
H -1.227 1.453 -0.378
H 0.116 -1.230 -0.373
H -1.101 -0.578 2.039
H -1.586 -1.769 0.937
H -2.401 -0.222 0.880
H 2.992 2.302 -0.811
```

Computed properties:
* multiplicity: 1
* F_max: 0.117 hartree/bohr
* highest occupied orbital energy (spin up / spin down): -0.331 / -0.310 Ha
* LUMO level (spin up / spin down): -0.67 / -1.05 eV
* total charge: 0

Atom charges from the Mulliken analysis, given in e for atoms 1 to 8: atom 1 (C): 0.69, atom 2 (C): -0.25, atom 3 (C): -0.99, atom 4 (C): 0.33, atom 5 (C): -1.30, atom 6 (O): -0.67, atom 7 (O): -0.37, atom 8 (O): -0.45

---

Entry 5:
Molecular formula: C39H73O11P
Method: DFT, ωB97M-V with the def2-TZVPD basis set

The geometry in XYZ format:
```
124
Properties=species:S:1:pos:R:3
C -0.902 3.587 2.120
C -0.606 4.642 0.861
P -1.991 6.012 0.880
C -1.874 7.083 2.462
C -3.624 4.957 1.007
C -4.225 4.653 2.338
C -5.505 3.718 1.850
O -6.013 2.728 2.588
O -5.839 4.210 0.493
C -4.508 4.257 -0.183
O -4.128 3.812 -1.386
H -0.911 4.128 3.163
H -1.907 2.985 1.981
H -0.046 2.757 2.172
H 0.464 5.123 0.911
H -0.784 3.996 -0.123
H -1.948 6.411 3.438
H -2.800 7.820 2.497
H -0.885 7.723 2.416
H -3.868 4.954 3.414
C -1.881 1.939 7.265
C -1.963 3.242 8.018
C -1.148 4.167 7.140
O -1.293 3.698 5.793
C -1.910 2.403 5.825
H -2.687 1.242 7.505
H -0.925 1.447 7.480
H -3.004 3.584 8.055
H -1.586 3.184 9.042
H -0.084 4.123 7.396
H -1.479 5.207 7.205
H -2.938 2.514 5.465
H -1.377 1.723 5.155
C 0.651 -1.944 2.381
C 0.090 -2.244 3.747
C -0.174 -0.857 4.293
O -0.481 -0.020 3.169
C -0.154 -0.731 1.968
H 0.562 -2.775 1.677
H 1.711 -1.677 2.465
H -0.853 -2.793 3.648
H 0.762 -2.830 4.379
H 0.715 -0.447 4.782
H -1.005 -0.838 5.004
H -1.094 -1.025 1.487
H 0.395 -0.074 1.288
C 4.938 6.264 1.522
C 4.251 7.561 1.180
C 3.889 7.354 -0.274
O 3.671 5.947 -0.453
C 4.141 5.262 0.716
H 4.947 6.040 2.592
H 5.975 6.288 1.167
H 3.340 7.668 1.781
H 4.874 8.444 1.343
H 4.710 7.651 -0.935
H 2.990 7.905 -0.565
H 3.264 4.912 1.273
H 4.735 4.393 0.420
C -4.560 0.687 -4.205
C -4.432 2.187 -4.127
C -2.938 2.385 -4.256
O -2.443 1.309 -5.064
C -3.482 0.329 -5.204
H -5.553 0.346 -4.508
H -4.327 0.244 -3.229
H -4.945 2.647 -4.981
H -4.843 2.617 -3.210
H -2.444 2.324 -3.280
H -2.680 3.342 -4.719
H -3.858 0.386 -6.231
H -3.071 -0.670 -5.038
C -1.931 -3.455 -5.995
C -1.136 -2.374 -6.679
C 0.115 -3.116 -7.096
O -0.270 -4.477 -7.336
C -1.598 -4.671 -6.831
H -3.004 -3.250 -5.949
H -1.565 -3.595 -4.971
H -1.675 -2.022 -7.566
H -0.927 -1.511 -6.041
H 0.863 -3.116 -6.296
H 0.569 -2.698 -7.999
H -2.272 -4.758 -7.691
H -1.643 -5.601 -6.258
C -2.430 -5.996 -0.957
C -1.914 -5.582 -2.310
C -1.267 -4.248 -2.009
O -0.795 -4.311 -0.656
C -1.349 -5.479 -0.034
H -2.595 -7.072 -0.859
H -3.377 -5.483 -0.748
H -1.156 -6.296 -2.652
H -2.691 -5.516 -3.076
H -1.994 -3.431 -2.071
H -0.433 -4.025 -2.680
H -0.542 -6.210 0.081
H -1.731 -5.222 0.958
C 6.951 0.187 -0.046
C 6.390 -0.113 1.320
C 6.126 1.274 1.865
O 5.819 2.111 0.742
C 6.146 1.400 -0.459
H 6.862 -0.644 -0.750
H 8.011 0.454 0.038
H 5.447 -0.662 1.221
H 7.062 -0.699 1.952
H 7.015 1.684 2.355
H 5.295 1.293 2.577
H 5.206 1.106 -0.940
H 6.695 2.057 -1.139
C 1.305 -9.488 -2.464
C 2.594 -8.885 -1.968
C 2.099 -7.815 -1.019
O 0.857 -8.284 -0.475
C 0.432 -9.428 -1.229
H 1.417 -10.502 -2.857
H 0.880 -8.858 -3.253
H 3.168 -9.638 -1.415
H 3.229 -8.488 -2.764
H 1.899 -6.877 -1.546
H 2.804 -7.616 -0.207
H 0.573 -10.314 -0.601
H -0.631 -9.336 -1.471
```

Computed properties:
* multiplicity: 1
* F_max: 0.187 hartree/bohr
* highest occupied orbital energy: -0.307 Ha
* SMILES: CCP(C)C1=CC(=O)OC1=O.C1CCOC1.C1CCOC1.C1CCOC1.C1CCOC1.C1CCOC1.C1CCOC1.C1CCOC1.C1CCOC1
* LUMO level: -1.14 eV
* total charge: 0

Atom charges from the Mulliken analysis, given in e for atoms 1 to 8: atom 1 (C): -0.52, atom 2 (C): -0.21, atom 3 (P): 0.02, atom 4 (C): -0.73, atom 5 (C): 0.42, atom 6 (C): -0.08, atom 7 (C): 0.37, atom 8 (O): -0.52

---

Entry 6:
Molecular formula: C6H11NO
Method: DFT, ωB97M-V with the def2-TZVPD basis set

The geometry in XYZ format:
```
19
Properties=species:S:1:pos:R:3
C 1.920 -0.213 0.783
C 2.016 1.154 0.330
C 0.606 -1.113 0.102
N 0.423 -2.254 -0.039
H 1.667 -0.344 1.831
H 2.729 -0.869 0.479
H 2.702 1.329 -0.495
H 0.870 1.391 -0.203
H 2.031 1.911 1.109
C -1.673 0.118 0.877
C -1.497 -0.599 -1.586
C -0.881 0.152 -0.422
O -0.322 1.270 -0.720
H -1.897 -0.906 1.174
H -2.607 0.663 0.720
H -1.120 0.615 1.674
H -0.806 -0.629 -2.425
H -1.764 -1.612 -1.297
H -2.398 -0.063 -1.892
```

Computed properties:
* multiplicity: 1
* F_max: 0.057 hartree/bohr
* highest occupied orbital energy (spin up / spin down): -0.341 / -0.341 Ha
* LUMO level (spin up / spin down): -0.70 / -0.70 eV
* total charge: 0

Atom charges from the Mulliken analysis, given in e for atoms 1 to 8: atom 1 (C): -0.37, atom 2 (C): -0.83, atom 3 (C): 0.34, atom 4 (N): -0.58, atom 5 (H): 0.27, atom 6 (H): 0.37, atom 7 (H): 0.34, atom 8 (H): 0.21

---

Entry 7:
Molecular formula: C4H16N2O2
Method: DFT, ωB97M-V with the def2-TZVPD basis set

The geometry in XYZ format:
```
24
Properties=species:S:1:pos:R:3
C -2.032 1.214 2.135
C -0.911 0.823 1.178
C -0.358 -0.551 1.409
N -1.243 0.956 -0.242
C -1.684 2.274 -0.741
N -0.575 2.998 -1.372
H -1.820 0.951 3.168
H -2.959 0.676 1.945
H -2.169 2.289 2.137
H -0.177 1.619 1.243
H -0.168 -0.701 2.475
H 0.597 -0.919 1.006
H -0.946 -1.341 0.927
H -1.806 0.237 -0.664
H -2.090 2.860 0.080
H -2.461 2.145 -1.487
H 0.234 2.982 -0.771
H -0.415 2.588 -2.276
H 1.596 -4.841 1.965
H 2.944 -4.904 1.186
O 2.061 -5.278 1.250
H 5.105 -1.446 -5.278
H 4.344 -2.278 -4.258
O 4.930 -2.355 -5.016
```

Computed properties:
* multiplicity: 1
* F_max: 0.035 hartree/bohr
* highest occupied orbital energy: -0.316 Ha
* SMILES: CC(C)NCN.O.O
* LUMO level: 0.60 eV
* total charge: 0

Atom charges from the Mulliken analysis, given in e for atoms 1 to 8: atom 1 (C): -1.41, atom 2 (C): 0.84, atom 3 (C): -1.44, atom 4 (N): -0.38, atom 5 (C): -0.60, atom 6 (N): -0.58, atom 7 (H): 0.41, atom 8 (H): 0.29

---

Entry 8:
Molecular formula: H4OSSi
Method: DFT, ωB97M-V with the def2-TZVPD basis set

The geometry in XYZ format:
```
7
Properties=species:S:1:pos:R:3
O 0.734 -0.166 -1.052
Si 0.131 -0.619 0.389
S -1.756 0.305 0.768
H 0.531 0.144 -1.869
H 0.140 -2.175 0.537
H 0.856 -0.013 1.582
H -0.803 2.296 1.236
```

Computed properties:
* multiplicity: 1
* F_max: 0.088 hartree/bohr
* highest occupied orbital energy: -0.358 Ha
* LUMO level: -2.14 eV
* total charge: 0

And the Mulliken charges, in e, turn out to be: atom 1 (O): -0.41, atom 2 (Si): 0.48, atom 3 (S): -0.30, atom 4 (H): 0.33, atom 5 (H): -0.09, atom 6 (H): -0.10, atom 7 (H): 0.10